Here is a molecular structure, C24H58AlN4O2 from the Open Molecules 2025 dataset. Energies are from ωB97M-V/def2-TZVPD.

Structure (XYZ):
```
89
Properties=species:S:1:pos:R:3
Al 2.62730 0.73116 1.01644
O 0.78701 0.04938 -1.29846
O -0.27516 -1.88784 -1.09320
N -5.20603 2.70643 2.44968
N 0.94097 3.01834 2.81315
N 0.71491 -6.99386 -1.23644
N 5.63556 3.36760 -1.68963
C -0.24925 -0.68412 -0.90094
C -0.76989 1.32367 3.26451
C 3.80872 4.86739 -2.66953
C 0.65216 1.77440 2.97458
C 1.30790 1.17404 -0.48494
C 7.34381 5.13060 -2.01714
C 6.71894 3.83876 -2.52469
C 1.67014 0.69855 2.83636
C -4.58449 1.88447 1.42545
C -1.49057 0.01939 -0.38885
C -6.97740 4.35524 2.98560
C -0.07346 -6.45742 -0.13901
C -0.81037 -8.77637 -2.26521
C 1.31912 -4.73419 -2.06293
C 0.49743 -8.38784 -1.56077
C -1.52797 -6.06160 -0.42503
C 5.23212 1.99934 -1.96598
C -5.13240 2.19621 3.80799
C 4.55567 4.30738 -1.44983
C -5.28460 0.58345 1.01452
C -6.12338 1.09810 4.21783
C 0.82482 -6.13126 -2.40272
C -6.48793 3.25616 2.05418
C 4.66790 1.68154 -3.35756
H -4.11216 1.84149 3.96782
H -0.79605 0.49675 3.97567
H 3.22076 5.73797 -2.37003
H -0.12667 -6.04183 -2.95319
H 4.61076 0.59885 -3.48380
H 7.64403 5.02582 -0.97374
H -7.87846 4.81307 2.57443
H 1.83211 1.79484 -1.21991
H -4.47223 2.51046 0.53450
H 6.10461 1.36073 -1.79523
H -7.22810 3.97375 3.97605
H -7.27735 2.49104 1.96489
H -1.21534 0.95863 2.33363
H -6.21793 5.12995 3.09768
H -5.18824 -0.19185 1.77379
H 4.49415 5.18987 -3.45667
H -6.13596 1.00333 5.30557
H 2.25890 -4.77546 -1.51095
H 8.22877 5.37220 -2.60938
H 1.48638 -4.16605 -2.97833
H -5.25472 3.03993 4.49193
H -0.04706 -7.19097 0.67205
H 1.20338 -0.27419 3.03001
H -5.85445 0.12504 3.80995
H 3.69462 1.95479 1.05412
H 0.11085 3.59145 2.96523
H 6.65828 5.97547 -2.09340
H -1.91118 -0.58327 0.42073
H 7.48457 3.05728 -2.52405
H -1.66575 -8.73626 -1.59160
H -2.18752 -6.92629 -0.50519
H 3.40656 -0.66483 0.75202
H -1.01674 -8.12838 -3.11755
H 0.58751 -8.96659 -0.63636
H 0.60042 -4.16809 -1.47395
H 0.44615 -5.57852 0.24619
H -2.21898 0.06905 -1.20153
H -1.61301 -5.47929 -1.34287
H 1.53043 -6.61084 -3.08856
H 5.29650 2.07569 -4.15947
H -3.56795 1.65192 1.75064
H -7.14093 1.32946 3.89791
H 4.49458 1.71561 -1.21517
H 3.84955 3.81823 -0.77554
H 1.33297 -8.70448 -2.19425
H 2.45118 0.84391 3.58950
H 3.65935 2.07243 -3.48938
H 4.95869 5.14880 -0.87956
H 3.11919 4.14200 -3.09923
H 6.42663 3.98094 -3.58037
H -4.82756 0.19766 0.10137
H -1.38340 2.15540 3.62192
H -1.90183 -5.43649 0.38766
H -6.34595 0.73651 0.81220
H -1.30934 1.02235 -0.00996
H -0.73696 -9.80042 -2.63952
H 0.48639 1.79599 -0.12005
H -6.35805 3.67831 1.05388
```

Properties
Total charge: -1
Multiplicity: 1
DFT total energy: -1561.15690 hartree
Lowest unoccupied orbital energy: 2.4 eV
HOMO energy: -5.32 eV
Gap between HOMO and LUMO: 7.8 eV